No. 1
# C34H32BF7NO16

4 unconnected molecules or ions with the total composition C34H32BF7NO16 (the ωB97M-V functional and the def2-TZVPD basis, the OMol25 dataset).

Geometry (Å):
C -5.167 -0.676 -2.446
C -4.115 -1.881 -2.682
C -4.435 -2.892 -3.876
C -3.010 -1.953 -1.802
C -1.785 -3.010 -1.956
C -0.993 -2.868 -3.348
C 0.602 -2.771 -3.207
C 1.405 -3.076 -4.581
C 1.215 -3.723 -2.038
C 1.767 -2.706 -0.890
B 2.192 -3.453 0.507
F 0.977 -3.491 1.387
N 2.641 -4.903 0.334
C 1.688 -5.661 0.787
O 0.712 -6.372 1.056
C 3.361 -2.487 1.207
O 4.510 -3.026 1.323
C 3.018 -0.999 1.735
F 1.650 -0.637 1.466
F 3.092 -1.073 3.181
C 4.063 0.138 1.306
F 3.840 1.251 2.225
F 5.419 -0.266 1.565
C 4.019 0.558 -0.253
F 2.697 0.864 -0.749
F 4.606 -0.538 -0.972
C 4.939 1.844 -0.626
O 5.338 1.891 -1.825
O 5.296 2.879 0.266
H -6.068 -0.723 -3.145
H -4.594 0.305 -2.584
H -5.488 -0.723 -1.337
H -4.596 -2.242 -4.820
H -5.459 -3.370 -3.631
H -3.640 -3.695 -4.029
H -3.007 -1.244 -0.893
H -2.200 -4.089 -1.919
H -1.148 -2.873 -1.020
H -1.369 -1.894 -3.847
H -1.227 -3.764 -4.018
H 0.857 -1.673 -2.947
H 2.517 -3.164 -4.296
H 1.067 -4.063 -5.046
H 1.356 -2.191 -5.326
H 2.136 -4.289 -2.423
H 0.468 -4.488 -1.641
H 0.970 -1.886 -0.759
H 2.716 -2.233 -1.329
H 5.381 3.748 -0.183
C 0.662 5.573 -1.017
C -0.627 5.394 -1.312
C -1.418 4.288 -0.700
O -2.599 4.167 -0.980
C -0.729 3.379 0.220
C 0.562 3.555 0.514
C 1.343 4.676 -0.077
O 2.512 4.815 0.226
O 1.211 2.713 1.365
O -1.274 6.217 -2.184
H 1.247 6.372 -1.452
H -1.310 2.570 0.642
H 2.129 3.050 1.418
H -2.190 5.880 -2.226
C 4.375 6.630 5.431
C 4.139 5.443 4.867
C 3.721 5.331 3.440
O 3.535 4.235 2.948
C 3.547 6.567 2.676
C 3.780 7.754 3.238
C 4.224 7.867 4.656
O 4.445 8.968 5.133
O 3.620 8.913 2.538
O 4.273 4.286 5.571
H 4.681 6.726 6.464
H 3.227 6.469 1.647
H 3.850 9.627 3.163
H 4.050 3.571 4.943
C -5.481 -4.217 2.563
C -4.627 -4.708 1.660
C -5.029 -4.902 0.237
O -4.221 -5.333 -0.564
C -6.405 -4.562 -0.142
C -7.258 -4.075 0.762
C -6.848 -3.856 2.178
O -7.651 -3.392 2.972
O -8.541 -3.758 0.426
O -3.357 -5.049 2.004
H -5.203 -4.070 3.598
H -6.690 -4.723 -1.173
H -8.950 -3.427 1.249
H -2.940 -5.374 1.181

Its charge is -1. As for the LUMO energy: -0.30 eV.

Mulliken population analysis, charges in e, atoms 1 to 5:
1. C -1.1052
2. C 0.6225
3. C -1.1506
4. C -0.6415
5. C 0.2985

---

No. 2
# C34H32BrN4O2Pd

A molecular structure, C34H32BrN4O2Pd (the ωB97M-V functional and the def2-TZVPD basis, the OMol25 dataset).

Geometry (Å):
Pd 0.602 1.150 0.116
C -3.101 -1.695 -2.363
C -3.267 -1.711 -0.844
C -2.041 -2.321 -0.206
C -2.017 -3.706 -0.159
C -0.849 -4.403 0.101
C 0.339 -3.719 0.250
C 0.378 -2.331 0.236
C 1.735 -1.695 0.249
C 2.412 -1.765 -1.120
C -0.845 -1.623 0.154
N -0.901 -0.260 0.489
C -1.990 0.277 0.992
C -2.069 1.661 0.997
C -3.044 2.626 1.332
C -2.525 3.851 0.961
C -1.219 3.627 0.462
N -0.977 2.331 0.498
H -3.997 -1.293 -2.833
H -2.936 -2.704 -2.743
H -2.265 -1.069 -2.652
H -4.126 -2.333 -0.584
H -3.498 -0.703 -0.507
H -2.924 -4.251 -0.386
H -0.858 -5.484 0.116
H 1.266 -4.266 0.359
H 2.367 -2.141 1.021
H 1.632 -0.633 0.515
H 2.552 -2.803 -1.422
H 3.388 -1.280 -1.083
H 1.810 -1.264 -1.879
H -2.772 -0.353 1.395
H -4.021 2.414 1.731
H -2.971 4.822 1.079
H -0.474 4.352 0.176
C 0.086 1.295 3.293
N 0.982 1.330 2.128
C 2.245 1.559 2.379
C 3.119 1.781 1.302
C 4.473 2.034 1.103
C 4.642 2.202 -0.274
C 3.399 2.057 -0.878
N 2.471 1.807 0.069
C 0.148 0.029 4.110
C 0.426 -1.209 3.550
C 0.423 -2.354 4.332
C 0.145 -2.270 5.686
C -0.119 -1.033 6.257
C -0.113 0.110 5.475
H -0.932 1.480 2.961
H 0.340 2.150 3.926
H 2.561 1.611 3.417
H 5.229 2.080 1.866
H 5.560 2.423 -0.789
H 3.123 2.136 -1.913
H 0.670 -1.280 2.500
H 0.643 -3.312 3.881
H 0.143 -3.161 6.297
H -0.319 -0.957 7.316
H -0.315 1.072 5.930
Br -3.013 1.712 -4.081
C -1.297 1.385 -4.813
C -1.203 1.427 -6.197
C 0.022 1.270 -6.820
C 1.170 1.086 -6.059
C 1.068 1.052 -4.682
C -0.163 1.185 -4.036
C -0.204 1.094 -2.552
O -1.200 0.807 -1.913
O 0.931 1.322 -1.935
H -2.098 1.592 -6.780
H 0.079 1.304 -7.899
H 2.134 0.973 -6.533
H 1.949 0.906 -4.073

Its charge is +1. As for the LUMO energy (alpha / beta): -6.01 / -6.04 eV.

Mulliken population analysis, charges in e, atoms 1 to 5:
1. Pd -0.7618
2. C -1.0932
3. C -0.8354
4. C 0.0062
5. C -0.8842

---

No. 3
# C34H32ClN5O6PtS

A molecular structure, C34H32ClN5O6PtS (the ωB97M-V functional and the def2-TZVPD basis, the OMol25 dataset).

Geometry (Å):
Pt -0.168 0.081 -0.688
Cl 4.680 -4.249 2.200
C 3.750 -2.955 1.552
C 3.863 -1.669 2.111
C 3.139 -0.614 1.615
C 2.246 -0.795 0.549
O 1.613 0.283 0.110
C 2.134 -2.090 -0.018
C 1.390 -2.312 -1.198
N 0.509 -1.489 -1.689
C 0.059 -1.472 -3.037
C -0.222 -2.531 -3.845
C -0.540 -2.289 -5.202
C -0.543 -1.020 -5.710
C -0.250 0.090 -4.877
C -0.196 1.432 -5.323
C 0.131 2.422 -4.436
C 0.343 2.097 -3.087
N 0.264 0.866 -2.622
C 0.020 -0.146 -3.524
C 2.915 -3.157 0.492
H 4.536 -1.519 2.946
H 3.231 0.375 2.043
H 1.615 -3.194 -1.793
H -0.193 -3.545 -3.465
H -0.764 -3.129 -5.845
H -0.763 -0.846 -6.755
H -0.392 1.660 -6.363
H 0.225 3.453 -4.744
H 0.604 2.871 -2.374
H 2.842 -4.137 0.038
C -1.568 3.167 2.107
C -1.541 2.475 0.785
O -0.644 1.619 0.593
N -2.473 2.791 -0.108
C -2.487 2.281 -1.469
C -2.960 0.858 -1.622
C -4.262 0.601 -2.011
C -4.726 -0.704 -2.074
C -3.869 -1.731 -1.724
C -2.581 -1.416 -1.345
N -2.127 -0.155 -1.314
H -1.156 2.504 2.863
H -2.578 3.457 2.386
H -0.948 4.064 2.047
H -3.233 3.376 0.203
H -1.483 2.391 -1.848
H -3.128 2.929 -2.061
H -4.912 1.429 -2.257
H -5.744 -0.909 -2.376
H -4.186 -2.763 -1.730
H -1.885 -2.180 -1.030
C 4.597 2.929 6.391
C 3.401 2.023 6.317
C 2.323 2.333 5.489
C 1.219 1.500 5.414
C 1.197 0.333 6.164
C 2.252 0.007 7.005
C 3.344 0.855 7.076
S -0.189 -0.747 6.078
O -1.311 0.036 5.632
O -0.254 -1.545 7.262
N 0.248 -1.802 4.882
C 0.058 -1.386 3.504
C -1.385 -1.548 2.994
C -1.599 -0.790 1.714
O -0.611 -1.070 0.832
O -2.502 -0.024 1.493
H 4.309 3.973 6.274
H 5.309 2.691 5.598
H 5.116 2.821 7.342
H 2.339 3.257 4.923
H 0.354 1.770 4.822
H 2.201 -0.890 7.608
H 4.159 0.616 7.747
H -0.031 -2.747 5.115
H 0.732 -1.966 2.873
H 0.381 -0.345 3.429
H -2.108 -1.176 3.715
H -1.579 -2.609 2.815

Its charge is +2. As for the LUMO energy: -6.68 eV.

Mulliken population analysis, charges in e, atoms 1 to 5:
1. Pt 1.6177
2. Cl -0.1823
3. C -0.0072
4. C -0.6155
5. C -0.5917

---

No. 4
# C34H32InO2PS6

A molecular structure, C34H32InO2PS6 (the ωB97M-V functional and the def2-TZVPD basis, the OMol25 dataset).

Geometry (Å):
In -0.126 0.108 -0.349
O -0.365 -2.527 -0.182
S -0.657 -3.766 0.599
C 0.110 -5.157 -0.311
C 1.615 -5.060 -0.517
C 2.021 -3.919 -1.466
C 3.265 -3.190 -0.975
S 3.247 -1.483 -1.594
O 1.952 -0.889 -1.146
C 4.494 -0.863 -0.470
C 4.109 -0.292 0.733
C 5.087 0.170 1.600
C 6.430 0.056 1.262
C 6.801 -0.507 0.049
C 5.829 -0.961 -0.831
C 0.447 -3.765 2.010
C 0.319 -4.755 2.976
C 1.201 -4.771 4.046
C 2.181 -3.791 4.155
C 2.278 -2.792 3.199
C 1.408 -2.777 2.116
H -0.442 -5.185 -1.253
H -0.168 -6.044 0.265
H 1.990 -6.022 -0.871
H 2.074 -4.905 0.461
H 1.215 -3.186 -1.491
H 2.152 -4.285 -2.486
H 4.210 -3.630 -1.304
H 3.275 -3.121 0.114
H 3.056 -0.181 0.965
H 4.798 0.633 2.534
H 7.190 0.423 1.940
H 7.847 -0.578 -0.221
H 6.108 -1.377 -1.793
H -0.462 -5.503 2.896
H 1.115 -5.540 4.804
H 2.854 -3.796 5.003
H 3.025 -2.013 3.295
H 1.465 -2.007 1.358
C -0.370 4.951 3.350
C -1.515 4.191 3.170
C -1.431 2.807 3.096
C -0.198 2.171 3.193
C 0.950 2.947 3.354
C 0.866 4.326 3.445
P 0.023 0.359 3.091
C -0.090 -0.125 4.857
C -0.030 0.779 5.914
C -0.051 0.331 7.230
C -0.142 -1.023 7.507
C -0.211 -1.934 6.460
C -0.177 -1.488 5.149
C -1.595 -0.204 2.442
C -2.674 -0.518 3.270
C -3.888 -0.902 2.724
C -4.037 -0.957 1.345
C -2.968 -0.639 0.519
C -1.731 -0.275 1.050
H -0.438 6.031 3.404
H -2.480 4.675 3.081
H -2.330 2.223 2.948
H 1.920 2.463 3.389
H 1.766 4.915 3.568
H 0.027 1.841 5.714
H -0.004 1.048 8.040
H -0.164 -1.370 8.533
H -0.289 -2.995 6.664
H -0.235 -2.207 4.339
H -2.565 -0.458 4.347
H -4.719 -1.149 3.374
H -4.987 -1.249 0.912
H -3.105 -0.680 -0.556
S 1.426 2.000 -0.055
S 0.337 3.166 -1.384
S 0.331 2.029 -3.081
S -0.970 0.469 -2.621

As for the LUMO energy: 0.24 eV.

Mulliken population analysis, charges in e, atoms 1 to 5:
1. In 0.6234
2. O -0.2101
3. S -0.0397
4. C -1.0756
5. C -0.8079

---

No. 5
# C34H32N2O4S2

2 unconnected molecules or ions with the total composition C34H32N2O4S2 (the ωB97M-V functional and the def2-TZVPD basis, the OMol25 dataset).

Geometry (Å):
C -3.287 -1.475 -3.849
C -3.226 -0.345 -3.026
C -2.023 0.013 -2.408
C -0.921 -0.840 -2.501
S 0.577 -0.632 -1.524
C 1.400 0.778 -1.839
S 2.391 0.935 -3.232
C 3.321 -0.599 -3.332
C 3.849 -1.144 -2.166
C 4.468 -2.394 -2.198
C 4.634 -3.070 -3.410
C 4.098 -2.516 -4.575
C 3.451 -1.275 -4.542
O 1.577 0.953 -4.428
O 3.313 2.017 -2.956
O 0.233 -0.503 -0.074
O 1.322 -1.838 -1.842
C -0.977 -1.954 -3.343
C -2.175 -2.309 -3.958
H -4.202 -1.703 -4.408
H -4.116 0.265 -2.869
H -1.939 0.947 -1.859
H 1.192 1.728 -1.376
H 3.777 -0.601 -1.226
H 4.818 -2.838 -1.264
H 5.179 -4.020 -3.438
H 4.177 -3.054 -5.519
H 3.021 -0.849 -5.444
H -0.089 -2.554 -3.497
H -2.228 -3.240 -4.523
C 2.404 3.145 1.090
C 1.926 2.019 1.912
N 2.616 1.617 3.015
C 3.894 2.148 3.461
C 1.895 0.642 3.705
C 0.672 0.426 3.020
C -0.260 -0.426 3.614
C 0.109 -1.190 4.730
C 1.378 -1.049 5.317
C 2.275 -0.087 4.822
C 0.743 1.254 1.817
C -0.189 1.214 0.721
C -1.595 0.900 0.966
C -2.626 1.837 1.180
C -2.571 3.294 1.435
N -3.826 1.189 1.140
C -5.128 1.807 1.330
C -3.628 -0.174 0.910
C -2.231 -0.411 0.908
C -1.810 -1.742 0.819
C -2.716 -2.721 0.414
C -4.088 -2.442 0.307
C -4.559 -1.148 0.571
H 1.771 3.248 0.205
H 2.360 4.098 1.639
H 3.436 2.977 0.756
H 4.371 1.401 4.101
H 4.529 2.363 2.595
H 3.767 3.075 4.036
H -1.265 -0.469 3.208
H -0.597 -1.915 5.138
H 1.644 -1.672 6.175
H 3.247 0.087 5.284
H 0.039 1.821 -0.146
H -1.539 3.649 1.373
H -3.166 3.834 0.686
H -2.967 3.535 2.433
H -5.890 1.067 1.069
H -5.277 2.106 2.379
H -5.245 2.696 0.696
H -0.793 -2.029 1.070
H -2.332 -3.715 0.167
H -4.780 -3.252 0.064
H -5.615 -0.888 0.496

As for the LUMO energy: -0.55 eV.

Mulliken population analysis, charges in e, atoms 1 to 5:
1. C -0.5528
2. C -0.5491
3. C -0.1020
4. C 0.2418
5. S 1.4462

---

No. 6
# C34H32N3O2PS2Ti

A molecular structure, C34H32N3O2PS2Ti (the ωB97M-V functional and the def2-TZVPD basis, the OMol25 dataset).

Geometry (Å):
Ti 0.222 0.290 -0.644
O 3.316 1.722 1.472
C 2.342 1.644 0.785
N 2.006 0.604 -0.081
C 2.979 -0.302 -0.529
O 3.947 -0.682 0.052
C 2.660 -0.658 -1.950
C 3.530 -1.418 -2.701
C 3.261 -1.575 -4.054
C 2.172 -0.908 -4.596
C 1.348 -0.169 -3.765
N 1.551 -0.073 -2.446
C 1.330 2.742 0.652
C 1.488 3.918 1.350
C 0.580 4.945 1.138
C -0.417 4.752 0.197
C -0.504 3.537 -0.461
N 0.334 2.519 -0.233
H 4.396 -1.851 -2.220
H 3.906 -2.181 -4.675
H 1.952 -0.961 -5.652
H 0.524 0.394 -4.179
H 2.314 4.010 2.042
H 0.655 5.876 1.684
H -1.131 5.531 -0.032
H -1.260 3.389 -1.210
C -3.705 3.954 -1.382
C -3.047 3.138 -2.493
C -4.086 2.840 -3.592
C -2.487 1.809 -2.029
C -1.749 1.024 -2.920
C -1.550 -0.337 -2.689
C -2.083 -0.957 -1.548
C -2.341 -2.434 -1.557
C -2.573 -0.115 -0.542
C -2.791 1.239 -0.790
H -4.043 4.908 -1.784
H -3.027 4.163 -0.552
H -4.584 3.437 -0.993
H -2.248 3.734 -2.948
H -4.902 2.241 -3.184
H -3.649 2.306 -4.434
H -4.510 3.772 -3.966
H -1.439 1.456 -3.865
H -1.173 -0.969 -3.484
H -1.454 -3.024 -1.777
H -3.068 -2.637 -2.346
H -2.764 -2.779 -0.616
H -2.961 -0.546 0.372
H -3.282 1.836 -0.031
S -0.322 0.246 1.777
P 0.535 -1.611 1.790
S 0.474 -2.102 -0.204
C -0.459 -2.634 2.887
C -1.814 -2.828 2.617
C -2.612 -3.456 3.555
C -2.069 -3.873 4.765
C -0.718 -3.697 5.023
C 0.097 -3.079 4.086
C 2.233 -1.769 2.352
C 2.863 -2.974 2.033
C 4.131 -3.219 2.527
C 4.758 -2.268 3.325
C 4.121 -1.078 3.640
C 2.844 -0.824 3.164
H -2.228 -2.492 1.674
H -3.662 -3.616 3.350
H -2.704 -4.333 5.509
H -0.292 -4.036 5.957
H 1.150 -2.945 4.287
H 2.363 -3.707 1.411
H 4.630 -4.148 2.286
H 5.747 -2.465 3.715
H 4.615 -0.337 4.253
H 2.329 0.090 3.426

Its charge is +2. As for the LUMO energy: -7.51 eV.

Mulliken population analysis, charges in e, atoms 1 to 5:
1. Ti -0.4101
2. O -0.4998
3. C -0.3192
4. N 1.2176
5. C -0.0297